Computed, not measured: C22H38AlBr3CaFIN2O11P2S2 as an isolated structure in a non-equilibrium geometry, with ωB97M-V/def2-TZVPD.

Structure (ORCA input):
```
! RIJCOSX wB97M-V def2-TZVPD def2/J DEFGRID3
* xyz 2 1
C -2.8060 2.8703 -0.7782
C -2.9651 1.9551 -2.0999
C -1.9231 2.2953 -3.2748
I -2.7030 1.5551 -5.2123
C -0.4699 1.6150 -3.1175
S -0.5339 -0.1853 -2.7320
C 0.8169 -0.7349 -1.5896
C 0.1018 -1.7562 -0.5488
O -0.8663 -2.4406 -0.9822
O 0.5612 -1.9278 0.8178
C -0.5950 -1.6439 1.6533
C -0.2292 -0.9517 3.0554
C 1.0926 -1.6084 3.7595
O -0.1801 0.5160 3.0269
C 0.6467 1.0041 1.9840
O 0.0879 1.3378 0.8876
C 2.2313 1.2348 2.0644
S 2.7072 2.7698 3.0639
C 0.3940 2.6180 -2.2093
N 1.5862 2.9849 -2.6935
P 2.5485 4.1401 -1.7372
C 4.3501 3.5788 -1.5645
O 2.6478 5.5822 -2.6889
C 1.8517 2.2971 -4.0090
C 0.3568 1.8819 -4.5092
H -3.4840 2.3793 0.0467
H -3.2389 3.9311 -0.9442
H -1.7535 2.9001 -0.3315
H -4.0276 2.1740 -2.5082
H -2.9812 0.8627 -1.7671
H -1.8605 3.4446 -3.3605
H 1.3781 0.1172 -1.0772
H 1.5423 -1.3958 -2.1986
H -1.4149 -1.0402 1.1246
H -1.0778 -2.6671 1.9197
H -1.0976 -1.2220 3.7730
H 1.7694 -2.1503 3.0162
H 0.7081 -2.4228 4.4877
H 1.6577 -0.7953 4.3327
H 2.6022 1.4678 0.9934
H 2.8332 0.3357 2.4308
H 1.9221 3.8456 2.6648
H 0.1691 3.1375 -1.2126
H 4.7463 3.9083 -0.5429
H 4.9488 4.0090 -2.4502
H 4.3419 2.4258 -1.6664
H 1.9292 5.5952 -3.3687
H 2.5104 1.4054 -3.6690
H 2.3166 3.0057 -4.7759
H 0.5393 0.9616 -5.1972
H 0.0402 2.8664 -5.0364
F 0.9257 -0.8003 -5.5093
Ca -4.6833 2.5583 1.2420
O -3.4796 -3.6549 0.0518
P -2.7476 -4.7271 0.8660
O -3.7585 -5.4765 1.7387
O -1.6901 -4.0590 1.7548
O -2.0629 -5.7220 -0.0750
O 6.6001 -4.0960 0.3071
C 5.5281 -4.6591 0.3585
O 4.4649 -4.1386 -0.2847
C 3.2103 -4.8179 -0.4546
C 2.3141 -4.6026 0.7472
C 5.3397 -5.8817 1.2096
H 3.3617 -5.8753 -0.6837
H 2.7395 -4.3768 -1.3370
H 2.7543 -5.0165 1.6579
H 1.3387 -5.0706 0.5911
H 2.1674 -3.5336 0.9249
H 5.1378 -5.5753 2.2373
H 6.2616 -6.4649 1.1831
H 4.5498 -6.5442 0.8606
C -5.7320 -1.1755 -2.0489
Br -6.1459 0.5555 -1.2589
Br -6.5404 -1.4014 -3.7933
Br -3.8199 -1.4745 -2.0758
H -6.1672 -1.9306 -1.3938
Al 3.2945 2.9543 5.3363
C -6.1380 4.8549 5.9443
C -6.1675 4.7608 4.4481
N -6.1904 4.6896 3.2648
H -6.5250 3.9325 6.3813
H -5.1130 5.0096 6.2858
H -6.7548 5.6928 6.2751
*
```

For each atom in turn, the Löwdin charge in e is:
1 C -0.134
2 C -0.338
3 C -0.657
4 I 0.974
5 C -0.661
6 S 0.958
7 C -0.296
8 C -0.372
9 O 0.032
10 O -0.080
11 C -0.140
12 C -0.249
13 C -0.020
14 O -0.060
15 C -0.381
16 O 0.029
17 C -0.295
18 S 0.565
19 C -0.034
20 N -0.248
21 P 0.923
22 C -0.255
23 O -0.308
24 C -0.105
25 C -0.225
26 H -0.119
27 H 0.118
28 H 0.076
29 H 0.073
30 H -0.010
31 H 0.109
32 H 0.069
33 H 0.123
34 H 0.146
35 H 0.070
36 H 0.169
37 H 0.083
38 H 0.112
39 H 0.074
40 H 0.104
41 H 0.120
42 H -0.026
43 H 0.097
44 H 0.051
45 H 0.074
46 H 0.062
47 H 0.067
48 H 0.156
49 H 0.146
50 H 0.072
51 H 0.111
52 F -0.722
53 Ca 1.582
54 O -0.230
55 P -0.048
56 O -0.200
57 O -0.197
58 O -0.188
59 O 0.090
60 C -0.528
61 O -0.012
62 C -0.216
63 C -0.058
64 C 0.009
65 H 0.121
66 H 0.123
67 H 0.072
68 H 0.095
69 H 0.048
70 H 0.095
71 H 0.097
72 H 0.074
73 C -1.512
74 Br 0.558
75 Br 0.670
76 Br 0.734
77 H -0.003
78 Al 0.678
79 C -0.032
80 C -0.210
81 N 0.073
82 H 0.095
83 H 0.090
84 H 0.101


Computed, not measured: a 2-piece molecular cluster, C22H38BBr2F6NO4P2S overall in a non-equilibrium geometry, with ωB97M-V/def2-TZVPD.

Structure (ORCA input):
```
! RIJCOSX wB97M-V def2-TZVPD def2/J DEFGRID3
* xyz 0 1
C -3.5110 4.3589 2.0591
C -1.9561 4.0174 2.4368
B -1.5851 2.3833 2.3512
O -0.3878 1.9994 3.1800
C -2.4635 1.3193 1.4408
C -3.2188 0.1517 2.3402
P -3.1459 -0.0591 4.2340
C -1.3600 -0.5824 4.8186
O -3.4467 1.4775 5.0762
C -4.1138 -0.9053 1.4629
C -4.2604 -0.7536 -0.2021
S -5.3876 -2.0643 -0.8796
C -5.4266 -3.6389 0.2103
O -5.1823 -2.5733 -2.2948
O -6.8656 -1.5159 -0.7825
N -3.5505 0.3780 -0.9848
C -3.7718 0.4978 -2.4748
Br -5.7336 0.7305 -3.0067
C -2.9863 -0.6232 -3.4079
C -1.6348 0.0677 -4.1145
Br -4.2227 -0.8885 -5.0158
C -2.6374 1.3839 -0.2282
C -1.7858 2.5879 -0.9176
C -0.1554 2.4676 -0.8708
C 0.4915 0.9913 -1.0718
C 0.5455 0.0359 0.2588
C 2.0887 1.2651 -1.4926
C 2.8880 -0.0887 -1.9492
C 3.9301 -0.4387 -0.6886
C 4.3220 -1.8127 -0.2744
C 3.7712 -2.5076 1.1181
C 5.4013 -2.5905 -1.2880
H -3.5419 5.1359 1.1563
H -3.9672 4.9593 2.9843
H -4.2107 3.4349 1.9052
H -1.6595 4.3619 3.5187
H -1.2115 4.5387 1.6632
H -0.1318 1.0626 2.9369
H -0.7135 0.3309 5.1649
H -1.4866 -1.3889 5.6816
H -0.8971 -1.1468 3.8738
H -3.0855 1.2737 6.0078
H -4.6769 -1.7404 2.0900
H -5.6622 -4.6066 -0.4092
H -4.3083 -3.7742 0.6032
H -6.1361 -3.4754 1.1368
H -3.3600 1.5158 -2.9478
H -2.7497 -1.6256 -2.8539
H -1.8882 0.4509 -5.2160
H -0.7406 -0.7143 -4.1283
H -1.3136 1.0181 -3.5106
H -2.0558 3.5836 -0.3113
H -2.0432 2.8766 -2.0176
H 0.3403 2.9339 0.1106
H 0.2585 3.1515 -1.7576
H 0.0567 0.3435 -1.9409
H -0.5161 -0.4351 0.5219
H 1.0063 0.6718 1.1251
H 1.2589 -0.9150 0.1446
H 2.1114 2.0202 -2.4007
H 2.5968 1.8456 -0.5825
H 3.6080 0.1036 -2.8787
H 2.1993 -1.0158 -2.1461
H 4.3738 0.4532 -0.0309
H 4.5569 -2.3399 1.9951
H 3.5931 -3.6614 1.0492
H 2.7595 -2.0172 1.5123
H 6.1967 -1.7655 -1.6128
H 4.7890 -2.9117 -2.2318
H 5.9617 -3.4620 -0.7422
F 8.4326 -0.8281 -0.8571
P 9.4339 -2.0200 -0.9292
F 8.5841 -2.7276 0.1682
F 10.2413 -1.3381 0.2162
F 9.0896 -3.4284 -1.5006
F 10.9329 -2.3323 -1.2202
F 9.3263 -1.4667 -2.3822
*
```

For each atom in turn, the Löwdin charge in e is:
1 C -0.146
2 C -0.170
3 B -0.381
4 O 0.018
5 C 0.048
6 C -0.247
7 P 0.912
8 C -0.289
9 O -0.368
10 C 0.033
11 C -0.126
12 S 0.712
13 C -0.147
14 O -0.400
15 O -0.414
16 N -0.021
17 C -0.628
18 Br 0.654
19 C -0.597
20 C -0.161
21 Br 0.605
22 C 0.066
23 C -0.119
24 C -0.158
25 C -0.333
26 C -0.086
27 C -0.195
28 C -0.189
29 C -0.122
30 C -0.241
31 C -0.103
32 C -0.064
33 H 0.091
34 H 0.095
35 H 0.076
36 H 0.122
37 H 0.120
38 H 0.070
39 H 0.062
40 H 0.069
41 H 0.067
42 H 0.079
43 H 0.109
44 H 0.108
45 H 0.088
46 H 0.096
47 H 0.105
48 H 0.110
49 H 0.079
50 H 0.106
51 H 0.055
52 H 0.128
53 H 0.116
54 H 0.139
55 H 0.137
56 H 0.109
57 H 0.075
58 H 0.089
59 H 0.084
60 H 0.112
61 H 0.125
62 H 0.116
63 H 0.110
64 H 0.118
65 H 0.088
66 H 0.081
67 H 0.053
68 H 0.092
69 H 0.074
70 H 0.093
71 F -0.166
72 P -0.046
73 F -0.163
74 F -0.152
75 F -0.158
76 F -0.152
77 F -0.155


Computed, not measured: C22H38BBrCl2F4KNNaO6S as an isolated structure in a non-equilibrium geometry, with ωB97M-V/def2-TZVPD.

Structure (ORCA input):
```
! RIJCOSX wB97M-V def2-TZVPD def2/J DEFGRID3
* xyz 1 1
C -3.6527 -4.8658 -0.4958
C -3.7341 -3.8056 -1.0362
C -3.8441 -2.4210 -1.5267
S -4.0117 -1.3234 -0.0567
C -2.6330 -0.1193 -0.1971
C -1.2823 -0.9946 -0.2982
C -5.6416 -0.4991 -0.1766
Cl -5.7216 0.6945 -1.5063
C -6.7241 -1.5862 -0.4415
C -8.1291 -0.9892 -0.1993
Cl -6.5407 -3.0739 0.5988
H -3.6502 -5.6808 0.2223
H -2.9794 -2.0976 -2.1102
H -4.7196 -2.3103 -2.1742
H -2.5306 0.5039 0.6986
H -2.6694 0.4661 -1.1213
H -0.4265 -0.5104 0.2284
H -1.0058 -1.1373 -1.3455
H -1.5154 -1.9860 0.1197
H -5.8511 -0.0385 0.7946
H -6.7071 -1.9456 -1.4729
H -8.0981 -0.4264 0.7415
H -8.3992 -0.3076 -1.0137
H -8.8735 -1.7851 -0.1532
N -8.8707 3.3667 -2.7020
C -9.7870 3.9250 -3.5609
C -9.7677 3.2122 -4.7225
C -8.8048 2.1696 -4.5692
C -8.2783 2.2920 -3.3089
H -8.6713 3.6949 -1.7768
H -10.3661 4.7835 -3.2672
H -10.3693 3.4096 -5.5919
H -8.5387 1.4221 -5.2939
H -7.5333 1.7079 -2.8093
B -5.6619 -7.0729 2.1054
F -4.4753 -7.3490 1.3681
F -6.1617 -5.8272 1.6407
F -6.6055 -8.0659 1.9017
F -5.3536 -6.9505 3.4689
Na -4.2783 -2.7618 2.2265
Br -7.1183 3.7292 -6.1273
K 0.4484 0.3407 1.2343
C 6.4242 -0.3091 -2.5346
C 4.9252 -0.2814 -2.3727
C 4.2569 0.9269 -2.9654
O 3.0685 1.0246 -2.1521
C 3.3678 0.4850 -0.9639
O 2.6624 0.5757 0.0126
O 4.5358 -0.1587 -0.9836
H 6.8377 -1.2119 -2.0857
H 6.7006 -0.2883 -3.5883
H 6.8890 0.5374 -2.0274
H 4.4903 -1.2071 -2.7587
H 4.0042 0.7992 -4.0146
H 4.8331 1.8461 -2.8451
C 8.3794 0.8258 5.8930
O 7.8738 1.6915 4.8962
C 8.8392 2.6203 4.4228
C 8.7144 2.8312 2.9277
O 9.1564 1.7338 2.1366
C 8.3491 0.5669 2.1137
C 7.0186 0.7305 1.4072
O 6.0972 1.4547 2.2106
C 5.2052 2.2444 1.4605
H 8.5366 1.3666 6.8317
H 7.6438 0.0396 6.0580
H 9.3148 0.3561 5.5715
H 9.8550 2.2865 4.6567
H 8.6569 3.5744 4.9326
H 9.3745 3.6596 2.6600
H 7.7056 3.1376 2.6482
H 8.2219 0.1556 3.1157
H 8.9304 -0.1665 1.5481
H 6.5851 -0.2586 1.2125
H 7.1828 1.2406 0.4499
H 5.7425 2.8730 0.7402
H 4.6743 2.9004 2.1506
H 4.4815 1.6110 0.9412
*
```

For each atom in turn, the Löwdin charge in e is:
1 C 0.181
2 C -0.192
3 C -0.288
4 S 1.021
5 C -0.337
6 C -0.163
7 C -0.829
8 Cl 0.757
9 C -0.733
10 C -0.094
11 Cl 0.759
12 H 0.065
13 H 0.106
14 H 0.108
15 H 0.082
16 H 0.096
17 H -0.140
18 H 0.098
19 H 0.077
20 H 0.099
21 H 0.101
22 H 0.093
23 H 0.083
24 H 0.094
25 N -0.001
26 C -0.141
27 C -0.195
28 C -0.294
29 C -0.221
30 H 0.133
31 H 0.108
32 H 0.096
33 H 0.065
34 H 0.003
35 B -1.248
36 F 0.057
37 F 0.021
38 F 0.129
39 F 0.090
40 Na 0.527
41 Br -0.239
42 K 1.044
43 C -0.004
44 C -0.303
45 C -0.060
46 O 0.089
47 C -0.573
48 O -0.018
49 O 0.104
50 H 0.097
51 H 0.102
52 H 0.089
53 H 0.165
54 H 0.150
55 H 0.151
56 C -0.110
57 O -0.206
58 C -0.194
59 C -0.177
60 O -0.118
61 C -0.178
62 C -0.196
63 O -0.186
64 C -0.100
65 H 0.091
66 H 0.087
67 H 0.089
68 H 0.127
69 H 0.129
70 H 0.130
71 H 0.115
72 H 0.119
73 H 0.130
74 H 0.125
75 H 0.117
76 H 0.096
77 H 0.095
78 H 0.051


What are the HOMO energy values for these records? In order: -10.567; -6.680; -6.934 eV.
What are the HOMO-LUMO gap values for these records? In order: 1.9; 2.2; 1.5 eV.